Here is a 3-piece molecular cluster, C20H47B2N2O10 overall from the Open Molecules 2025 dataset. Energies are from ωB97M-V/def2-TZVPD.

```
! wB97M-V def2-TZVPD RIJCOSX def2/J DEFGRID3
* xyz -1 1
C 4.35 -0.91 -0.90
C 3.73 -2.16 -1.53
O 2.33 -2.20 -1.37
C 1.63 -1.51 -2.40
C 0.22 -1.17 -1.94
O 0.16 0.12 -1.40
B -0.77 1.10 -2.07
C -2.28 0.87 -1.55
C -3.35 1.56 -2.41
C -4.77 0.98 -2.38
C -5.44 0.88 -1.04
O -4.95 0.76 0.04
O -6.81 0.91 -1.17
O -0.61 1.10 -3.53
C 0.59 1.80 -3.80
C 0.92 2.57 -2.49
B 1.33 4.09 -2.63
O 0.93 4.88 -3.71
O 2.12 4.70 -1.68
C 2.01 4.26 -0.32
C 3.12 4.89 0.52
O -0.24 2.45 -1.69
H 4.19 -0.03 -1.54
H 3.88 -0.70 0.06
H 5.43 -1.05 -0.76
H 3.99 -2.18 -2.60
H 4.15 -3.06 -1.07
H 2.13 -0.56 -2.62
H 1.63 -2.14 -3.31
H -0.48 -1.30 -2.77
H -0.05 -1.91 -1.16
H -2.52 -0.19 -1.42
H -2.31 1.30 -0.54
H -3.02 1.48 -3.46
H -3.38 2.64 -2.20
H -5.43 1.60 -2.99
H -4.78 -0.01 -2.84
H -7.14 0.45 -0.38
H 0.44 2.46 -4.66
H 1.39 1.07 -4.03
H 1.79 2.05 -2.03
H 1.66 5.37 -4.10
H 2.07 3.17 -0.28
H 1.02 4.53 0.06
H 3.79 5.47 -0.12
H 3.71 4.12 1.03
H 2.72 5.55 1.29
C 8.46 -2.09 3.44
C 8.35 -1.42 2.08
C 7.60 -0.08 2.11
O 6.20 -0.19 2.22
C 5.69 -0.36 3.52
N 7.76 -2.37 1.12
H 7.52 -2.55 3.74
H 9.20 -2.89 3.40
H 8.76 -1.38 4.21
H 9.36 -1.20 1.73
H 7.78 0.43 1.15
H 8.00 0.57 2.90
H 6.29 0.20 4.26
H 5.65 -1.41 3.82
H 4.68 0.04 3.53
H 7.78 -1.97 0.19
H 6.77 -2.46 1.34
C -7.95 -3.22 3.54
C -7.22 -3.16 2.20
C -7.02 -1.74 1.66
O -8.19 -1.17 1.09
C -9.09 -0.57 2.01
N -7.89 -4.05 1.25
H -9.02 -3.06 3.42
H -7.82 -4.21 3.99
H -7.56 -2.47 4.24
H -6.21 -3.56 2.36
H -6.30 -1.78 0.85
H -6.61 -1.08 2.43
H -8.55 -0.11 2.85
H -9.81 -1.29 2.41
H -9.63 0.20 1.48
H -7.34 -4.11 0.40
H -8.76 -3.60 0.97
*
```

Properties
LUMO level: 2.4034 eV
Total energy: -1702.05438 hartree
Largest force on an atom: 0.83 eV Å⁻¹
Gap between HOMO and LUMO: 7.3 eV
HOMO: -4.9 eV

Let us look at the Löwdin charges, expressed in e, one per atom: C -0.0731; C -0.2956; O -0.1551; C -0.1807; C -0.2225; O -0.0160; B -0.9215; C -0.0680; C -0.1965; C -0.1190; C -0.5167; O 0.1100; O 0.0637; O -0.0091; C -0.1384; C -0.2221; B -0.5302; O 0.1524; O 0.0566; C -0.2282; C -0.0677; O 0.0351; H 0.0677; H 0.0799; H 0.0525; H 0.1114; H 0.1079; H 0.1092; H 0.1208; H 0.1209; H 0.1225; H 0.1030; H 0.1032; H 0.1057; H 0.1202; H 0.1143; H 0.1303; H 0.0862; H 0.1119; H 0.1075; H 0.1272; H 0.0955; H 0.1138; H 0.1266; H 0.0706; H 0.0638; H 0.0626; C -0.0735; C -0.4381; C -0.2131; O -0.1924; C -0.1041; N 0.0411; H 0.0643; H 0.0726; H 0.0758; H 0.1322; H 0.1222; H 0.1181; H 0.0880; H 0.0754; H 0.0905; H 0.0654; H 0.0692; C -0.0730; C -0.4326; C -0.1985; O -0.2039; C -0.1048; N 0.0363; H 0.0617; H 0.0728; H 0.0777; H 0.1373; H 0.1217; H 0.1261; H 0.0931; H 0.0731; H 0.0876; H 0.0725; H 0.0668

Here is C20H47BaCu2N3O12 as an isolated structure from the Open Molecules 2025 dataset. Energies are from ωB97M-V/def2-TZVPD.

```
! wB97M-V def2-TZVPD RIJCOSX def2/J DEFGRID3
* xyz 2 1
Cu 2.86 0.62 2.61
Cu -0.93 -3.44 -0.54
Ba 2.44 -1.47 -1.36
O -0.42 -1.96 2.17
C 0.37 -1.41 1.24
O -0.11 -1.19 0.08
O 1.56 -1.17 1.47
H 0.12 -1.95 2.98
O 4.19 -1.57 2.54
C 5.00 -1.91 1.42
O 4.28 -2.58 0.56
O 6.14 -1.54 1.28
H 3.48 -2.08 2.08
C 1.53 -1.05 5.02
O 1.14 0.02 4.16
C 0.60 1.12 4.84
C 0.35 2.13 3.72
N 1.77 2.49 3.36
C 2.05 3.55 2.39
C 1.71 4.95 2.87
O 2.44 5.35 4.00
C 3.68 5.97 3.64
H 0.60 -1.59 5.27
H 1.90 -0.68 5.97
H 2.12 -1.82 4.52
H 1.29 1.54 5.59
H -0.31 0.89 5.42
H -0.18 3.04 4.00
H -0.17 1.67 2.87
H 2.11 2.70 4.30
H 1.59 3.30 1.43
H 3.13 3.53 2.18
H 0.64 4.99 3.08
H 1.87 5.62 2.01
H 4.39 5.35 3.09
H 4.01 6.39 4.59
H 3.50 6.88 3.04
C -0.78 0.76 -6.45
O -1.00 1.41 -5.19
C -1.41 0.59 -4.13
C -0.40 -0.26 -3.39
N 0.69 0.46 -2.72
C 1.62 1.17 -3.59
C 2.38 0.23 -4.55
O 3.28 -0.61 -3.83
C 3.95 -1.62 -4.62
H -0.04 -0.03 -6.30
H -0.55 1.57 -7.14
H -1.72 0.33 -6.80
H -2.30 -0.02 -4.36
H -1.88 1.33 -3.47
H -0.04 -1.09 -4.02
H -0.89 -0.84 -2.60
H 0.31 1.21 -2.16
H 2.36 1.72 -3.01
H 1.16 1.96 -4.19
H 2.78 0.89 -5.32
H 1.65 -0.36 -5.12
H 4.91 -1.84 -4.17
H 4.03 -1.32 -5.66
H 3.36 -2.54 -4.57
C -4.95 1.84 -0.94
O -4.19 0.68 -0.64
C -4.58 -0.43 -1.43
C -3.38 -1.37 -1.46
N -3.01 -2.03 -0.21
C -4.12 -2.74 0.41
C -3.64 -3.69 1.49
O -2.69 -4.54 0.88
C -2.62 -5.79 1.56
H -4.47 2.66 -0.41
H -6.03 1.76 -0.79
H -4.83 2.05 -2.01
H -4.71 -0.13 -2.47
H -5.46 -0.93 -1.00
H -2.59 -0.67 -1.75
H -3.45 -2.09 -2.28
H -2.60 -1.37 0.44
H -4.73 -3.22 -0.36
H -4.87 -2.10 0.90
H -4.45 -4.20 2.02
H -3.20 -3.04 2.26
H -3.54 -6.37 1.55
H -2.29 -5.68 2.60
H -1.86 -6.43 1.10
*
```

Properties
Relative energy (zero: lowest compared OMol25 entry of this formula, charge and spin): 0.000 eV
LUMO level: -7.1064 eV
Total energy: -5163.28954 hartree
Largest force on an atom: 2.31 eV Å⁻¹
Gap between HOMO and LUMO: 6.2 eV
HOMO: -13.3 eV

Let us look at the Löwdin charges, expressed in e, one per atom: Cu 0.5574; Cu 0.6223; Ba 1.9984; O 0.1402; C -0.8116; O -0.1502; O -0.1051; H 0.1124; O 0.0013; C -0.7743; O -0.2595; O 0.0866; H 0.0599; C -0.0491; O -0.2641; C -0.2031; C -0.1199; N -0.0846; C -0.1887; C -0.2355; O -0.1701; C -0.0823; H 0.1005; H 0.1068; H 0.0941; H 0.1364; H 0.1421; H 0.1253; H 0.1254; H 0.1120; H 0.1220; H 0.1105; H 0.1218; H 0.1272; H 0.0880; H 0.0996; H 0.0939; C -0.0517; O -0.1889; C -0.2295; C -0.2112; N -0.1525; C -0.1975; C -0.2107; O -0.3862; C -0.0573; H 0.0709; H 0.1025; H 0.0977; H 0.1319; H 0.1374; H 0.1201; H 0.0779; H 0.1265; H 0.1285; H 0.1270; H 0.1455; H 0.0981; H 0.1035; H 0.1077; H 0.0888; C -0.0856; O -0.1957; C -0.2189; C -0.2003; N -0.0488; C -0.1896; C -0.2063; O -0.2212; C -0.0816; H 0.0912; H 0.0971; H 0.0858; H 0.1262; H 0.1242; H 0.0879; H 0.1296; H 0.1100; H 0.1371; H 0.1328; H 0.1374; H 0.1290; H 0.1027; H 0.1009; H 0.0918

Here is C20H47F3N5O17SZn2 as an isolated structure from the Open Molecules 2025 dataset. Energies are from ωB97M-V/def2-TZVPD.

```
! wB97M-V def2-TZVPD RIJCOSX def2/J DEFGRID3
* xyz -1 1
Zn 6.98 -18.94 -25.56
Zn 7.58 -21.09 -28.44
S 5.08 -20.13 -27.82
O 3.66 -20.26 -28.17
O 5.94 -19.71 -28.98
O 5.31 -19.23 -26.67
O 5.73 -21.46 -27.52
O 9.28 -20.79 -29.36
C 9.89 -19.77 -28.61
C 9.55 -19.69 -27.14
O 8.19 -19.86 -26.87
H 9.51 -18.80 -29.02
H 10.97 -19.72 -28.82
H 9.91 -18.70 -26.79
H 10.12 -20.40 -26.50
C 7.12 -17.46 -23.29
O 5.90 -17.80 -23.97
O 8.10 -18.00 -23.97
C 7.22 -16.01 -22.83
F 8.47 -15.75 -22.38
F 6.93 -15.12 -23.80
F 6.41 -15.75 -21.79
C 4.65 -17.52 -23.36
C 3.57 -18.33 -24.06
H 3.87 -19.37 -24.18
H 2.64 -18.32 -23.49
H 3.35 -17.86 -25.02
H 4.45 -16.44 -23.52
H 4.72 -17.57 -22.27
H 7.08 -18.06 -22.34
C 2.35 -22.78 -26.89
C 2.34 -23.38 -28.28
O 3.19 -22.72 -29.19
O 1.69 -21.54 -26.88
H 3.39 -22.63 -26.57
H 1.83 -23.45 -26.20
H 1.27 -23.27 -28.57
H 2.52 -24.46 -28.30
H 3.38 -21.83 -28.86
H 2.18 -20.90 -27.41
C 7.78 -18.69 -31.46
C 7.91 -18.88 -32.96
O 6.96 -19.80 -33.46
O 6.46 -18.27 -31.19
H 8.51 -17.94 -31.12
H 7.97 -19.65 -30.98
H 8.94 -19.15 -33.18
H 7.70 -17.89 -33.40
H 6.11 -19.36 -33.30
H 6.23 -18.52 -30.28
O 7.25 -17.12 -26.58
C 6.80 -16.12 -27.10
N 5.72 -16.21 -27.94
C 7.31 -14.75 -26.80
H 5.52 -15.41 -28.52
H 5.43 -17.13 -28.21
H 6.74 -14.28 -26.00
H 7.34 -14.13 -27.70
H 8.33 -14.87 -26.43
O 6.62 -20.64 -24.23
C 6.06 -21.70 -24.06
N 5.55 -22.40 -25.09
C 5.94 -22.36 -22.74
H 5.66 -22.01 -26.04
H 5.28 -23.36 -25.03
H 4.90 -22.42 -22.42
H 6.58 -21.92 -21.98
H 6.39 -23.36 -22.81
O 6.93 -22.37 -30.07
C 6.59 -22.29 -31.26
N 7.45 -22.62 -32.26
C 5.27 -21.68 -31.61
H 8.37 -22.89 -31.92
H 7.41 -22.20 -33.17
H 4.45 -22.06 -31.01
H 4.99 -21.76 -32.67
H 5.34 -20.60 -31.43
O 0.81 -18.08 -31.41
C 1.64 -18.30 -30.54
N 1.37 -19.06 -29.44
C 2.99 -17.65 -30.56
H 0.51 -19.57 -29.37
H 2.12 -19.17 -28.77
H 3.46 -17.49 -29.59
H 2.92 -16.70 -31.08
H 3.73 -18.26 -31.10
O 8.04 -22.88 -27.39
C 8.29 -24.06 -27.33
N 7.65 -24.94 -28.17
C 9.38 -24.61 -26.45
H 7.61 -25.92 -27.96
H 6.89 -24.52 -28.68
H 9.09 -25.23 -25.60
H 9.92 -23.77 -26.02
H 10.02 -25.25 -27.05
*
```

Properties
Relative energy (zero: lowest compared OMol25 entry of this formula, charge and spin): 0.000 eV
LUMO level: 2.0061 eV
Total energy: -6599.91970 hartree
Largest force on an atom: 3.76 eV Å⁻¹
Gap between HOMO and LUMO: 7.0 eV
HOMO: -5.0 eV

Let us look at the Löwdin charges, expressed in e, one per atom: Zn 0.7047; Zn 0.6460; S 0.4355; O -0.3405; O -0.3498; O -0.3197; O -0.3729; O -0.3293; C -0.3670; C -0.3361; O -0.3220; H 0.0937; H 0.1009; H 0.1102; H 0.1076; C -0.5001; O -0.1448; O -0.1337; C -0.5482; F 0.1405; F 0.1290; F 0.1210; C -0.2449; C -0.0554; H 0.0705; H 0.0753; H 0.0766; H 0.1176; H 0.1183; H 0.1602; C -0.2618; C -0.2548; O -0.0806; O -0.0741; H 0.0981; H 0.1176; H 0.1157; H 0.1105; H 0.0200; H 0.0244; C -0.2474; C -0.2395; O -0.0803; O -0.1018; H 0.1199; H 0.0987; H 0.1192; H 0.1167; H 0.0810; H 0.0287; O 0.0419; C -0.5234; N 0.1942; C 0.0068; H 0.0984; H 0.0765; H 0.0748; H 0.0791; H 0.0953; O 0.0512; C -0.5626; N 0.1875; C -0.0032; H 0.0346; H 0.1042; H 0.0838; H 0.0848; H 0.0813; O -0.0081; C -0.5084; N 0.1861; C 0.0148; H 0.1150; H 0.0901; H 0.0716; H 0.0845; H 0.0714; O 0.0036; C -0.5849; N 0.1733; C -0.0031; H 0.1080; H 0.0582; H 0.0641; H 0.0834; H 0.0782; O 0.0440; C -0.5348; N 0.1751; C 0.0059; H 0.0955; H 0.1030; H 0.0811; H 0.0895; H 0.0842